1.
An isolated molecule of C3H9N3O2, computed with ωB97M-V with the def2-TZVPD basis set.

- E_HOMO (eV) = -6.506
- Kohn-Sham gap (eV) = 6.845

Structure (XYZ):
```
17
C3H9N3O2, DFT ωB97M-V with the def2-TZVPD basis set
C -1.0533 0.8097 0.4450
C 1.8271 -0.5923 -0.6488
N 0.7913 -0.2307 0.3065
N -1.5084 0.8349 1.6725
C -0.7810 -0.4352 -0.2913
O 0.8750 -1.0369 1.5022
O -0.5840 0.8381 -2.1700
N -1.0057 -0.4924 -1.6177
H 1.4685 -0.5395 2.0807
H -0.9732 0.7908 -3.0472
H -0.9536 1.7393 -0.0982
H -1.5604 -0.0236 2.2042
H -1.6543 1.7004 2.1710
H -1.1297 -1.3503 0.1902
H 1.6371 -0.0158 -1.5532
H 2.8130 -0.3382 -0.2495
H 1.7917 -1.6582 -0.8963
```

Partial atomic charges computed with the natural (NBO) method, in multiples of e: number 1, C, carries 0.296; number 2, C, carries -0.445; number 3, N, carries -0.227; number 4, N, carries -0.692; number 5, C, carries -0.027; number 6, O, carries -0.623; number 7, O, carries -0.704; number 8, N, carries -0.406; number 9, H, carries 0.462; number 10, H, carries 0.471; number 11, H, carries 0.243; number 12, H, carries 0.418; number 13, H, carries 0.405; number 14, H, carries 0.209; number 15, H, carries 0.244; number 16, H, carries 0.185; number 17, H, carries 0.190



2.
A cluster of 2 separate species, C3H9N3O2 in total, computed with ωB97M-V with the def2-TZVPD basis set.

- E_HOMO (eV) = -9.118
- Kohn-Sham gap (eV) = 9.917

Structure (XYZ):
```
17
C3H9N3O2, DFT ωB97M-V with the def2-TZVPD basis set
C 1.6415 0.1646 -0.5981
C 1.0355 -1.1320 0.3424
N 1.3347 -1.0060 1.6611
O 0.7841 -2.2090 -0.1768
H 1.6150 1.0461 0.0404
H 1.1514 0.3214 -1.5561
H 2.6455 -0.2109 -0.7913
H 1.1549 -1.8126 2.2445
H 1.2279 -0.0969 2.0936
N -1.9691 1.4367 -1.3385
N -1.4880 0.2156 -0.8287
C -1.3789 0.0242 0.5696
O -1.0222 0.8892 1.3645
H -2.1386 2.1215 -0.5990
H -1.2144 1.8245 -1.9083
H -1.5916 -0.6219 -1.3974
H -1.7880 -0.9543 0.8781
```

Partial atomic charges computed with the natural (NBO) method, in multiples of e: number 1, C, carries -0.691; number 2, C, carries 0.685; number 3, N, carries -0.832; number 4, O, carries -0.631; number 5, H, carries 0.212; number 6, H, carries 0.219; number 7, H, carries 0.228; number 8, H, carries 0.398; number 9, H, carries 0.408; number 10, N, carries -0.640; number 11, N, carries -0.490; number 12, C, carries 0.500; number 13, O, carries -0.622; number 14, H, carries 0.374; number 15, H, carries 0.347; number 16, H, carries 0.396; number 17, H, carries 0.140



3.
A cluster of 2 separate species, C3H9N3O2 in total, computed with ωB97M-V with the def2-TZVPD basis set.

- E_HOMO (alpha / beta) (eV) = -7.241 / -7.241
- Kohn-Sham gap (alpha / beta) (eV) = 7.734 / 7.735

Structure (XYZ):
```
17
C3H9N3O2, DFT ωB97M-V with the def2-TZVPD basis set
C 0.1714 -0.6397 1.7989
C 0.7992 -1.6192 -1.3957
N 0.6861 -0.6068 -0.3594
C -0.0449 0.4559 -0.5858
N -0.8984 2.4155 0.2982
O -0.2131 0.9901 -1.8312
O -1.0872 -1.0551 1.9586
N -0.6478 1.0425 0.4500
H 0.3811 0.5436 -2.4470
H -1.6435 -0.2883 1.7226
H -0.0377 2.9524 0.1924
H -1.4055 2.7463 1.1086
H 0.8765 -1.4568 1.7861
H 0.5088 0.2462 2.3211
H 1.2525 -2.5153 -0.9685
H 1.4671 -1.3026 -2.2117
H -0.1646 -1.9084 -1.8371
```

Partial atomic charges computed with the natural (NBO) method, in multiples of e: number 1, C, carries 0.263; number 2, C, carries -0.444; number 3, N, carries -0.569; number 4, C, carries 0.653; number 5, N, carries -0.665; number 6, O, carries -0.675; number 7, O, carries -0.664; number 8, N, carries -0.513; number 9, H, carries 0.481; number 10, H, carries 0.516; number 11, H, carries 0.335; number 12, H, carries 0.349; number 13, H, carries 0.176; number 14, H, carries 0.184; number 15, H, carries 0.211; number 16, H, carries 0.179; number 17, H, carries 0.185



4.
An isolated molecule of C3H9N3O2, computed with ωB97M-V with the def2-TZVPD basis set.

- E_HOMO (eV) = -9.629
- Kohn-Sham gap (eV) = 10.342

Structure (XYZ):
```
17
C3H9N3O2, DFT ωB97M-V with the def2-TZVPD basis set
H 1.1168 -2.8030 -0.8154
N 0.9836 -1.8019 -0.6993
C -0.1728 -1.4411 -0.3334
C -0.4504 0.0063 -0.0769
N -0.1681 0.8636 -1.2271
N -1.7880 0.1732 0.4295
C 0.5799 0.5069 1.0687
O 0.3176 1.8307 1.3443
O 1.8807 0.3456 0.6342
H -1.0103 -2.1118 -0.1247
H -0.6375 0.5190 -2.0586
H 0.8322 0.8839 -1.4111
H -2.4589 0.2089 -0.3293
H -1.8434 1.0465 0.9415
H 0.3641 -0.0555 1.9883
H 0.5213 2.3352 0.5421
H 1.9332 -0.5065 0.1271
```

Partial atomic charges computed with the natural (NBO) method, in multiples of e: number 1, H, carries 0.362; number 2, N, carries -0.669; number 3, C, carries 0.154; number 4, C, carries 0.116; number 5, N, carries -0.858; number 6, N, carries -0.839; number 7, C, carries 0.396; number 8, O, carries -0.706; number 9, O, carries -0.753; number 10, H, carries 0.177; number 11, H, carries 0.361; number 12, H, carries 0.380; number 13, H, carries 0.359; number 14, H, carries 0.388; number 15, H, carries 0.146; number 16, H, carries 0.484; number 17, H, carries 0.502



Computed energies relative to the best structure, in kJ/mol: 1 567.5; 2 75.1; 3 360.7; 4 0.0



1.
A structure of composition C4H11N3S, computed with ωB97M-V with the def2-TZVPD basis set.

- E_HOMO (eV) = -8.716
- Kohn-Sham gap (eV) = 9.367

Structure (XYZ):
```
19
C4H11N3S, DFT ωB97M-V with the def2-TZVPD basis set
C -0.9975 -0.3076 1.6906
C -0.2057 0.8420 1.3430
C -0.3054 1.4648 -0.1305
C 1.5802 0.1528 -1.0536
H -1.9985 -0.5455 0.8599
H -1.4562 0.0967 2.9744
H -0.4568 -1.5442 1.9686
H -0.7219 1.5628 2.0451
H 0.9676 0.6750 1.5837
H -1.3915 1.4118 -0.3046
H -0.1164 2.4980 -0.1860
H -1.3632 -0.3886 -2.8141
H 2.1826 1.0240 -0.6950
H 0.1059 -1.7123 -1.1956
H 1.2881 -3.0295 -0.4580
N 0.1629 0.3020 -1.0455
N 2.0407 -1.0487 -0.7784
N 1.1872 -2.0529 -1.1687
S -0.5021 0.5994 -2.6354
```

Partial atomic charges computed with the natural (NBO) method, in multiples of e: number 1, C, carries -0.603; number 2, C, carries -0.500; number 3, C, carries -0.226; number 4, C, carries 0.103; number 5, H, carries 0.222; number 6, H, carries 0.200; number 7, H, carries 0.227; number 8, H, carries 0.228; number 9, H, carries 0.227; number 10, H, carries 0.204; number 11, H, carries 0.215; number 12, H, carries 0.102; number 13, H, carries 0.183; number 14, H, carries 0.366; number 15, H, carries 0.372; number 16, N, carries -0.623; number 17, N, carries -0.202; number 18, N, carries -0.645; number 19, S, carries 0.151



2.
A structure of composition C4H11N3S, computed with ωB97M-V with the def2-TZVPD basis set.

- E_HOMO (eV) = -7.419
- Kohn-Sham gap (eV) = 7.492

Structure (XYZ):
```
19
C4H11N3S, DFT ωB97M-V with the def2-TZVPD basis set
C -2.0802 -3.1545 -0.3415
C -1.2672 0.7429 -0.3099
C 0.8505 2.0673 -0.0582
C 2.1494 1.3245 0.5188
H -0.9667 -2.7892 0.5702
H -3.3718 -3.2122 0.1243
H -1.7697 -4.3143 -1.2098
H -1.5908 1.6377 -1.4030
H 0.1731 0.8270 1.8121
H 0.6269 1.7997 -1.1666
H 0.9588 3.1382 0.3575
H 2.0437 1.0742 1.6810
H 3.0769 1.8277 0.4408
H 1.0822 -0.2248 0.2958
H 1.8639 0.1401 -1.0233
N -1.3854 -0.6306 0.1331
N -0.3167 1.2461 0.7405
N 2.0685 0.0121 -0.0085
S -2.1454 -1.5117 -1.1533
```

Partial atomic charges computed with the natural (NBO) method, in multiples of e: number 1, C, carries -0.860; number 2, C, carries 0.217; number 3, C, carries -0.257; number 4, C, carries -0.214; number 5, H, carries 0.280; number 6, H, carries 0.250; number 7, H, carries 0.258; number 8, H, carries 0.271; number 9, H, carries 0.452; number 10, H, carries 0.207; number 11, H, carries 0.212; number 12, H, carries 0.167; number 13, H, carries 0.201; number 14, H, carries 0.368; number 15, H, carries 0.330; number 16, N, carries -0.644; number 17, N, carries -0.742; number 18, N, carries -0.817; number 19, S, carries 0.320



Computed energies relative to the best structure, in kJ/mol: 1 0.0; 2 378.3



1.
A cluster of 2 separate species, C6H6N2O3S in total, computed with ωB97M-V with the def2-TZVPD basis set.

- E_HOMO (eV) = -9.315
- Kohn-Sham gap (eV) = 8.228

Structure (XYZ):
```
18
C6H6N2O3S, DFT ωB97M-V with the def2-TZVPD basis set
C -0.7422 0.5036 0.9548
C -0.1833 -0.7698 0.7602
C -0.0804 1.6468 0.4535
C 1.0470 -0.8626 0.0899
C 1.0394 1.5747 -0.2704
C 1.5391 0.2929 -0.5373
N -0.0655 -2.3899 -2.3550
N 2.7782 -1.0443 -1.9593
O 2.6820 0.1765 -1.3147
O 3.7746 -1.1808 -2.6086
O 0.2481 -0.0511 -3.0420
S 0.7426 -1.3923 -3.1977
H -1.6254 0.8385 1.4603
H -0.5759 -1.6196 1.0695
H -0.3871 2.6114 0.6148
H 1.5494 -1.8999 -0.0270
H 1.3615 2.5057 -0.6882
H -0.9184 -2.0565 -1.9151
```

Partial atomic charges computed with the natural (NBO) method, in multiples of e: number 1, C, carries -0.217; number 2, C, carries -0.197; number 3, C, carries -0.184; number 4, C, carries -0.266; number 5, C, carries -0.239; number 6, C, carries 0.269; number 7, N, carries -0.999; number 8, N, carries 0.323; number 9, O, carries -0.339; number 10, O, carries -0.256; number 11, O, carries -0.899; number 12, S, carries 1.495; number 13, H, carries 0.222; number 14, H, carries 0.208; number 15, H, carries 0.208; number 16, H, carries 0.252; number 17, H, carries 0.235; number 18, H, carries 0.384



2.
An isolated molecule of C6H6N2O3S, computed with ωB97M-V with the def2-TZVPD basis set.

- E_HOMO (eV) = -9.414
- Kohn-Sham gap (eV) = 9.478

Structure (XYZ):
```
18
C6H6N2O3S, DFT ωB97M-V with the def2-TZVPD basis set
C -2.3445 1.0243 0.0328
C -1.3489 1.4231 0.9261
C -2.2759 -0.1867 -0.6452
C -0.4081 0.4000 1.3138
C -1.1788 -0.9797 -0.5376
C -0.2139 -0.6350 0.4271
N 2.3200 -0.9179 -0.3804
N 2.7565 1.1708 -1.0937
O 3.1972 2.2464 -0.8746
O 2.7633 0.3511 0.0442
O 0.7566 -3.0291 -0.0023
S 1.1514 -1.8555 0.7294
H -3.1078 1.7736 -0.2096
H -1.3267 2.3377 1.4654
H -2.9693 -0.4681 -1.4719
H 0.2942 0.6046 2.2269
H -1.2002 -1.7673 -1.2753
H 3.1351 -1.4923 -0.6752
```

Partial atomic charges computed with the natural (NBO) method, in multiples of e: number 1, C, carries -0.198; number 2, C, carries -0.204; number 3, C, carries -0.207; number 4, C, carries -0.204; number 5, C, carries -0.206; number 6, C, carries -0.265; number 7, N, carries -0.560; number 8, N, carries 0.374; number 9, O, carries -0.265; number 10, O, carries -0.275; number 11, O, carries -0.914; number 12, S, carries 1.409; number 13, H, carries 0.220; number 14, H, carries 0.222; number 15, H, carries 0.221; number 16, H, carries 0.233; number 17, H, carries 0.249; number 18, H, carries 0.372



Computed energies relative to the best structure, in kJ/mol: 1 0.0; 2 113.2